Entry 1:
{
  "formula": "C3H39O17",
  "method": "the ωB97M-V functional and the def2-TZVPD basis",
  "spin_multiplicity": 1,
  "homo_lumo_gap_ev": 8.640,
  "e_homo_ha": -0.253,
  "total_charge": -1,
  "species": ["O", "O", "O", "O", "O", "O", "O", "O", "O", "O", "O", "O", "O", "O", "O", "O", "O", "C", "C", "C", "H", "H", "H", "H", "H", "H", "H", "H", "H", "H", "H", "H", "H", "H", "H", "H", "H", "H", "H", "H", "H", "H", "H", "H", "H", "H", "H", "H", "H", "H", "H", "H", "H", "H", "H", "H", "H", "H", "H"],
  "coordinates": [[0.04259, 1.41798, 1.47368], [4.78159, -1.35502, 1.17268], [-0.46841, 0.63998, -1.09932], [-0.71441, 3.85298, -1.20532], [1.42059, 2.51298, -1.08832], [-4.61941, -2.47402, 0.56768], [-1.13441, -4.21502, 2.86568], [-2.26641, 0.28798, -3.22032], [-1.34841, -1.11302, 4.47068], [4.91159, 0.67298, -2.82532], [0.88259, 1.08898, -3.66332], [0.54259, -1.91802, 2.80568], [-2.77941, 1.87298, -0.88532], [2.65659, 0.90798, 2.08368], [3.80859, 1.30698, -0.48932], [-3.03241, 1.79298, 1.82368], [-4.20341, -1.62202, -2.51532], [-0.24241, -0.78102, -0.95032], [-1.04941, -1.32502, 0.15768], [1.23159, -0.96602, -0.75632], [2.96359, 1.66898, -0.75732], [-1.04041, -0.81802, 1.11868], [-0.04041, 1.11598, 0.56068], [-3.27241, 2.65598, 2.12968], [-0.01741, 3.20698, -1.06232], [0.94959, 1.21898, 1.64168], [-0.54241, -1.19602, -1.87532], [-1.95441, 1.35598, -1.00432], [-1.48841, 3.36198, -1.17232], [4.34659, 0.72198, -2.05232], [-0.39041, -3.59602, 2.86968], [1.62459, -1.92702, -0.80032], [-3.99741, -2.02202, -0.00232], [-1.61741, 0.04898, -2.54332], [3.30459, 0.81398, 2.77868], [-3.33441, -1.22702, -2.68332], [0.73059, 2.02098, -3.46632], [3.05259, 0.86098, 1.21068], [-4.06441, -2.57202, -2.52732], [1.48059, -1.94602, 3.06268], [0.47659, 0.62398, -2.93732], [-4.18341, -2.97202, 1.23368], [0.83459, 1.71998, -1.09332], [1.53759, -0.56002, 0.15268], [-1.94441, -3.73002, 2.74568], [4.31359, 0.86598, -3.55432], [1.73359, -0.41702, -1.51732], [-0.65941, -1.38602, 3.81968], [-2.36741, 1.19598, -3.14432], [4.27459, -1.15902, 0.37468], [-1.55141, -0.17702, 4.36068], [-0.90941, -2.40702, 0.37268], [4.16959, -1.63202, 1.79268], [-2.12041, 1.60598, 1.98468], [0.44559, -1.43902, 2.03568], [-3.03741, 1.79698, 0.07668], [-2.02641, -1.18902, -0.10532], [4.43359, 2.07398, -0.57432], [1.46759, 2.85198, -0.17132]],
  "forces_ev_per_angstrom": [[-0.9, 0.4, 0.3], [1.8, 0.9, -2.0], [0.8, -1.0, 0.3], [1.7, 2.1, -0.2], [1.9, 0.1, 0.8], [-1.3, 0.3, -0.6], [0.5, -0.9, 0.0], [0.4, -3.4, -0.7], [0.0, -0.2, 0.0], [0.3, -0.1, -0.8], [0.7, 0.3, -0.8], [1.3, -2.1, 2.8], [-0.8, 0.3, 0.8], [-0.9, -0.2, 0.5], [1.7, 0.6, 0.6], [-1.4, -0.9, -0.2], [0.1, -0.3, 0.3], [1.0, 2.5, 0.5], [0.6, -1.7, 1.5], [-0.3, 0.5, -1.1], [-1.2, 0.6, -0.6], [0.7, 0.5, 0.0], [-1.0, -0.1, -1.0], [0.3, 0.7, 0.3], [-0.2, 0.5, -0.3], [1.1, -0.1, 1.0], [-0.3, -1.3, -1.1], [0.0, -0.2, 0.4], [-2.8, -1.5, 0.2], [-0.2, -0.1, 0.4], [-0.5, 0.2, -0.1], [0.3, -2.2, -0.1], [0.3, 0.0, -0.1], [0.0, 0.7, 0.0], [0.4, 0.0, -0.2], [-0.2, 0.5, -0.3], [-0.1, -0.1, 0.1], [1.0, 0.1, -0.2], [0.0, -0.1, 0.0], [-0.6, 0.3, -0.3], [-0.6, 0.0, 0.6], [0.9, -0.4, 0.6], [-0.7, -0.7, 0.1], [0.4, 0.9, 1.8], [-0.1, 0.6, 0.1], [0.0, -0.1, -0.1], [0.6, 0.5, -0.7], [-0.6, 0.7, 0.7], [-0.5, 2.6, 0.5], [0.1, 0.1, 0.0], [0.2, -0.2, -0.3], [0.1, 0.4, -0.4], [-1.9, -0.9, 1.9], [1.3, 0.3, 0.2], [-0.1, 1.8, -2.8], [0.5, 0.1, -1.4], [-2.9, 0.1, -0.8], [-0.8, -1.1, 0.2], [-0.3, -0.3, -0.5]],
  "mulliken_charge": [-0.6216, -0.6303, 0.4572, -0.7544, -1.1673, -0.6630, -0.6458, -0.7996, -0.6940, -0.6970, -0.7729, -0.6779, -0.9327, -0.7000, -0.7690, -0.7118, -0.6854, 0.7788, -1.6565, -1.5590, 0.5832, 0.1174, 0.2382, 0.2856, 0.3812, 0.4169, 1.1647, -0.0224, 0.4479, 0.3901, 0.3613, 0.5156, 0.4097, 0.2736, 0.2997, 0.3488, 0.3222, 0.3114, 0.2859, 0.1968, 0.2727, 0.2885, 0.1298, 0.1474, 0.2988, 0.3258, 0.3499, 0.3923, 0.3526, 0.3184, 0.2972, 0.5581, 0.2925, 0.3210, 0.4741, 0.3748, -0.3127, 0.3143, 0.3788]
}

---

Entry 2:
{
  "formula": "C6H7N",
  "method": "the ωB97M-V functional and the def2-TZVPD basis",
  "spin_multiplicity": 1,
  "homo_lumo_gap_ev": 9.731,
  "e_homo_ha": -0.322,
  "species": ["N", "C", "C", "C", "C", "C", "C", "H", "H", "H", "H", "H", "H", "H"],
  "coordinates": [[-1.18023, 0.53651, -0.52830], [-0.95057, 1.50234, 0.55913], [0.92807, -0.05108, -0.16011], [-1.21141, -1.84439, -0.03558], [0.18102, 1.19186, -0.37150], [-0.51934, -0.70207, -0.11135], [2.15348, -0.47514, -0.02160], [-2.25805, -1.62542, -0.00356], [0.42541, 1.89089, -1.20356], [-1.45347, 2.41782, 0.37057], [-0.75930, -2.82451, -0.05656], [2.43818, -1.45265, 0.11389], [3.03922, 0.15868, -0.25438], [-0.83301, 1.27715, 1.70291]],
  "forces_ev_per_angstrom": [[0.7, -0.2, 1.6], [1.4, -0.6, 1.8], [-3.5, -1.5, 1.1], [1.4, 1.2, 0.0], [-0.3, 2.4, -2.2], [0.9, -0.8, -0.6], [1.6, 2.3, -1.2], [-0.7, -0.7, -0.4], [0.1, -0.3, 1.0], [-0.3, 0.7, -0.1], [-0.2, 0.0, 0.5], [0.1, -2.3, 0.5], [-0.9, -0.1, 0.4], [-0.4, -0.2, -2.4]],
  "mulliken_charge": [-0.4603, -0.2151, 0.3466, -0.8272, -0.0702, 0.3166, -0.9927, 0.2854, 0.2529, 0.2783, 0.2878, 0.3334, 0.2631, 0.2014]
}

---

Entry 3:
{
  "formula": "H40KO24S",
  "method": "the ωB97M-V functional and the def2-TZVPD basis",
  "spin_multiplicity": 1,
  "homo_lumo_gap_ev": 6.902,
  "e_homo_ha": -0.209,
  "total_charge": -1,
  "species": ["K", "S", "O", "O", "O", "O", "O", "O", "O", "O", "O", "O", "O", "O", "O", "O", "O", "O", "O", "O", "O", "O", "O", "O", "O", "O", "H", "H", "H", "H", "H", "H", "H", "H", "H", "H", "H", "H", "H", "H", "H", "H", "H", "H", "H", "H", "H", "H", "H", "H", "H", "H", "H", "H", "H", "H", "H", "H", "H", "H", "H", "H", "H", "H", "H", "H"],
  "coordinates": [[0.06527, 0.19475, 0.25532], [2.30645, -2.13199, -1.38442], [4.74058, -3.09243, 1.05236], [0.51327, 3.50163, -0.92117], [-0.69218, -2.14453, -3.28063], [2.21665, -2.33799, 0.04766], [0.21974, 1.02386, -2.58985], [3.65890, -2.35988, -1.88955], [4.05285, 1.39690, -2.36676], [-4.63348, -0.96510, 2.00897], [1.03007, -1.72272, 2.33928], [-4.27484, 2.84846, 0.19902], [-1.50090, 3.11688, 3.30203], [1.42644, -4.75730, 0.57488], [-1.24042, -2.39687, -0.19500], [-2.71199, 0.83167, 2.69121], [2.04456, -0.47137, -4.65765], [-4.22232, 0.05079, -3.52536], [1.39731, -3.10789, -1.99144], [0.89790, 0.83713, 3.15866], [-1.43436, 3.91960, 0.87572], [1.85377, -0.74892, -1.58568], [2.35227, 4.03350, 1.73279], [-3.12182, 0.26150, -1.01206], [2.73240, 1.02899, 0.49950], [-0.68646, -3.94527, 2.85640], [3.50764, 0.97083, 1.05793], [-4.77586, 3.07012, 0.98392], [0.34961, 3.13277, -1.78915], [-1.94630, 3.92389, 3.56006], [-1.49145, 3.14335, 2.34525], [-0.24265, -4.49832, 2.21343], [1.46352, -5.21086, -0.26722], [-3.74850, 0.07586, -2.69403], [0.71746, 0.30739, -2.19593], [-1.95608, -2.91869, 0.16800], [1.73014, -3.87004, 0.38316], [-1.52473, 4.84796, 1.09070], [2.40373, 3.07865, 1.77587], [-4.63224, 0.91304, -3.59405], [0.36120, -2.37312, 2.55337], [1.09098, 4.24760, -1.08246], [-5.40830, -0.54228, 2.37925], [-2.48338, 1.75038, 2.83244], [-1.23009, -2.61856, -1.12612], [2.11215, 0.45853, -4.87436], [-3.38312, 2.70507, 0.51605], [4.81560, -4.02204, 0.83689], [0.00347, 0.71125, -3.46833], [-3.63510, 0.73277, -0.35579], [1.36178, 0.00304, 3.08549], [-0.10637, -2.62932, -2.69923], [4.06769, 2.05036, -1.66747], [2.91144, 0.42731, -0.22310], [-0.73276, 3.89109, 0.22519], [-1.55568, -3.79527, 2.48466], [2.53654, -0.56403, -3.84181], [-0.16365, -1.41209, -3.59754], [1.57306, 1.46559, 3.41445], [-3.42790, -0.64343, -0.95166], [3.88327, -2.83578, 0.71270], [-2.13689, 0.34745, 3.28368], [1.44671, -2.05916, 1.54590], [2.01017, 4.21616, 0.85768], [-3.89889, -0.43914, 2.32515], [3.14391, 1.09835, -2.39699]],
  "forces_ev_per_angstrom": [[-0.1, -0.4, 0.3], [1.4, -2.7, -2.3], [0.8, -0.1, 0.7], [0.1, 0.4, 0.4], [-1.6, 0.4, -0.4], [0.5, 0.0, 3.2], [-0.8, 1.6, -0.1], [-0.5, 0.9, 0.3], [0.4, 0.3, -0.3], [-0.5, -0.7, -0.4], [-0.2, 0.8, 0.7], [-0.3, -0.2, -0.2], [-0.3, -0.3, 1.3], [-0.6, -1.6, 0.9], [-0.2, 0.3, 0.5], [-0.4, -0.9, -0.5], [-0.5, 0.0, -0.5], [-0.4, -0.3, -0.8], [-0.8, 0.0, -0.5], [-0.3, 0.8, 0.0], [-0.8, 0.2, 0.1], [-0.4, 2.3, -0.7], [0.1, 0.5, 0.3], [0.5, 0.1, -0.1], [-0.1, 0.8, 0.5], [-0.3, 0.2, 0.5], [0.2, -0.2, 0.2], [-0.2, 0.0, 0.2], [-0.2, -0.8, -0.5], [-0.1, 0.2, 0.2], [0.6, 0.5, -0.8], [0.6, -0.3, -0.6], [-0.1, 0.1, -0.2], [0.3, 0.3, 0.4], [0.9, -1.1, 0.1], [-0.1, -0.1, 0.1], [0.3, 1.0, -0.4], [-0.2, 0.2, 0.1], [-0.1, -0.4, -0.3], [-0.1, 0.2, 0.0], [-0.4, -0.5, 0.3], [0.2, 0.2, -0.2], [-0.1, 0.0, 0.1], [0.2, 0.5, 0.6], [0.2, 0.0, -0.6], [0.1, 0.2, -0.1], [0.5, 0.2, 0.0], [0.0, -0.1, -0.1], [-0.1, -0.1, -0.2], [-0.4, 0.2, 0.2], [0.0, -1.0, -0.3], [1.4, -0.4, 0.2], [0.0, 0.1, 0.2], [0.0, -0.7, -0.7], [0.7, -0.4, -0.8], [-0.2, 0.0, 0.0], [0.3, -0.4, 0.5], [0.3, -0.1, -0.1], [0.0, 0.3, 0.2], [0.1, -0.5, 0.3], [-0.6, 0.3, -0.4], [0.4, 0.0, 0.2], [0.6, -0.1, -0.9], [0.0, -0.2, -0.1], [0.4, 0.6, 0.1], [-0.4, -0.4, 0.1]],
  "mulliken_charge": [0.3536, 1.4505, -0.6984, -0.5235, -0.7443, -0.8753, -0.4704, -0.7932, -0.6663, -0.6037, -0.5423, -0.6262, -0.6546, -0.6984, -0.2409, -0.7471, -0.6262, -0.6472, -1.0306, -0.4374, -0.5871, -0.1521, -0.6462, -0.5842, -0.2699, -0.7003, 0.2370, 0.3163, 0.1867, 0.2453, 0.4706, 0.3306, 0.2811, 0.4700, 0.1184, 0.1815, 0.5324, 0.2947, 0.3218, 0.2678, 0.2902, 0.2536, 0.2765, 0.3521, 0.1789, 0.3237, 0.2636, 0.2930, 0.2583, 0.2811, 0.2488, 0.3811, 0.2702, 0.0268, 0.3127, 0.2794, 0.2634, 0.2887, 0.2316, 0.3332, 0.3833, 0.2895, 0.3988, 0.2720, 0.4356, 0.3214]
}

---

Entry 4:
{
  "formula": "C15H40IOP2Si2Yb",
  "method": "the ωB97M-V functional and the def2-TZVPD basis",
  "spin_multiplicity": 2,
  "s2": 0.756,
  "homo_lumo_gap_ev": [8.101, 6.632],
  "e_homo_ha": [-0.557, -0.556],
  "total_charge": 2,
  "species": ["Yb", "I", "P", "P", "Si", "Si", "O", "C", "C", "C", "C", "C", "C", "C", "C", "C", "C", "C", "C", "C", "C", "C", "H", "H", "H", "H", "H", "H", "H", "H", "H", "H", "H", "H", "H", "H", "H", "H", "H", "H", "H", "H", "H", "H", "H", "H", "H", "H", "H", "H", "H", "H", "H", "H", "H", "H", "H", "H", "H", "H", "H", "H"],
  "coordinates": [[0.03575, 0.02889, -1.28264], [-1.49135, -0.86406, -3.59250], [1.05238, 2.70041, -1.57249], [1.07232, -2.76651, -1.04643], [0.08367, 1.18813, 2.23310], [-1.69007, -1.32075, 1.98927], [-3.65775, 0.46971, -1.12588], [-0.25373, -0.36786, 1.32892], [2.05810, 2.99121, -3.09965], [1.89646, 1.67955, 2.09480], [-0.08281, -3.91345, -1.89723], [1.71872, 4.11335, -0.61177], [-0.55520, 3.42786, -2.11873], [1.60369, -3.90509, 0.29538], [0.42870, 0.16853, -4.37216], [-2.50969, 0.57973, -0.97998], [-2.17891, -2.72152, 0.83793], [-1.36324, -2.15249, 3.65370], [-0.99113, 2.60959, 1.61938], [-0.24878, 1.17603, 4.10396], [-3.21195, -0.28937, 2.33641], [2.50242, -3.01659, -2.17702], [-1.39908, -3.48998, 0.76429], [3.06835, 2.60359, -2.89667], [2.72609, -4.09262, -2.24956], [-0.23079, -3.59819, -2.93559], [-0.98738, 2.86129, -2.95433], [-3.08100, 0.48526, 3.09634], [-0.74382, -3.05001, 3.54296], [-3.08505, -3.22926, 1.20651], [-0.37100, 4.46493, -2.42922], [3.37387, -2.48152, -1.77543], [-2.40708, -2.37825, -0.17816], [1.34962, 0.12404, -3.76920], [0.52255, -0.45596, -5.27876], [2.26700, -2.62219, -3.17503], [1.03183, -3.69748, 1.20847], [2.53909, 0.86460, 2.45830], [-4.01100, -0.94328, 2.70652], [-1.26911, 3.42232, -1.28610], [1.42720, -4.94189, -0.01738], [-1.91617, 2.25547, 1.14490], [1.26933, 4.19169, 0.37909], [1.53721, 5.03767, -1.16855], [-1.05404, -3.92230, -1.39536], [1.64283, 2.46035, -3.96612], [-1.29439, 3.25156, 2.46294], [2.20464, 1.90633, 1.06573], [-0.85887, -1.51131, 4.38344], [0.57229, 0.69578, 4.65485], [0.12725, 1.18485, -4.64289], [0.35107, -4.92259, -1.86236], [2.67020, -3.76337, 0.51339], [-1.18001, 0.68584, 4.41348], [2.79803, 3.97400, -0.48747], [-0.46988, 3.25487, 0.89977], [-2.29851, -2.48205, 4.12723], [2.12105, 4.07195, -3.30692], [2.12640, 2.56454, 2.71054], [-3.62573, 0.20957, 1.45713], [0.64523, -1.01901, 1.49893], [-0.30583, 2.21546, 4.46397]],
  "forces_ev_per_angstrom": [[0.4, -0.1, 1.4], [1.1, 0.5, -1.2], [0.1, 1.4, -0.9], [0.5, -1.2, -0.7], [0.6, 2.5, 0.9], [-1.9, -1.1, 0.7], [4.9, 0.7, 0.7], [1.0, -1.1, 1.3], [0.2, -0.3, 0.2], [0.1, -0.2, -0.1], [-0.3, 0.1, 0.0], [0.2, -0.3, 0.4], [0.0, -0.1, 0.2], [-0.1, 0.5, 0.6], [-1.1, -0.8, -0.9], [-5.3, -0.5, -0.5], [-0.1, -0.1, -0.2], [0.8, -0.1, 0.2], [-0.3, 0.1, -0.3], [-0.1, -0.7, 0.4], [-0.2, 0.4, -0.4], [0.1, 0.3, 0.1], [-0.1, 0.2, 0.1], [-0.2, 0.2, -0.2], [0.0, 0.4, 0.0], [0.0, -0.2, 0.2], [0.0, 0.2, 0.1], [0.1, -0.1, 0.0], [0.0, 0.1, 0.0], [0.3, 0.2, 0.0], [-0.2, -0.3, 0.0], [-0.1, -0.2, -0.2], [0.0, 0.0, 0.0], [-0.6, -0.2, 0.1], [0.3, 0.5, 0.5], [0.1, -0.1, 0.2], [0.2, -0.2, -0.1], [-0.1, 0.2, -0.1], [0.2, -0.1, -0.1], [0.1, 0.1, -0.2], [0.1, 0.3, 0.1], [0.1, 0.1, 0.1], [0.1, 0.0, -0.1], [0.0, -0.2, 0.0], [0.1, -0.1, -0.1], [0.2, 0.3, 0.2], [0.1, -0.2, -0.3], [0.0, 0.0, 0.2], [-0.1, -0.1, -0.1], [-0.2, 0.0, -0.2], [0.0, -0.4, 0.2], [-0.2, 0.3, -0.2], [-0.3, 0.0, 0.0], [0.2, 0.1, -0.1], [-0.2, 0.1, 0.0], [-0.2, -0.2, 0.2], [0.0, 0.2, -0.4], [-0.1, -0.5, 0.0], [-0.2, -0.3, -0.2], [0.0, 0.0, 0.1], [-0.4, 0.3, -0.6], [0.1, -0.2, -0.4]],
  "mulliken_charge": [0.3780, 0.1147, 0.7743, 0.9028, 0.0308, -0.3527, -0.1780, 0.3203, -1.2591, -0.9517, -1.2487, -1.4295, -1.1900, -1.2388, -1.1413, 0.1973, -0.8258, -1.0768, -0.6305, -1.1951, -0.8801, -1.2494, 0.2514, 0.3784, 0.3766, 0.3648, 0.3677, 0.3217, 0.3291, 0.4364, 0.4978, 0.3958, 0.2443, 0.4338, 0.5540, 0.3560, 0.2101, 0.3820, 0.4213, 0.3023, 0.4300, 0.1802, 0.3647, 0.5542, 0.2877, 0.3369, 0.4820, 0.1778, 0.3575, 0.3644, 0.3500, 0.4880, 0.4568, 0.3524, 0.4362, 0.0138, 0.3559, 0.4263, 0.3082, 0.2535, 0.1241, 0.4053]
}

---

Number 1: maximum force 0.072 Eh/bohr, calculated total energy -1416.8395 hartree. Number 2: maximum force 0.076 Eh/bohr, calculated total energy -287.4303 hartree. Number 3: maximum force 0.074 Eh/bohr, calculated total energy -2828.1114 hartree. Number 4: maximum force 0.104 Eh/bohr, calculated total energy -3388.3105 hartree.